(1)
Entry from the OMol25 dataset: a cluster of 7 separate species, C9H32O7 in total (wB97M-V/def2-TZVPD).

The relative energy (zero: lowest compared OMol25 entry of this formula, charge and spin) comes out at 5.081 eV. As for the SMILES: CCO.CCO.CO.CO.CO.CO.CO. For the max |F|, the calculation gives 2.5 eV/Å.

Structure (XYZ):
```
48
Properties=species:S:1:pos:R:3:forces:R:3
C 30.335 11.719 -7.169 -1.2 0.8 0.5
O 31.575 11.173 -6.926 1.4 -0.8 0.1
H 29.708 11.483 -6.309 -0.6 0.1 -0.1
H 30.426 12.805 -7.185 0.0 0.0 -0.4
H 29.884 11.325 -8.079 -0.2 0.2 -0.1
H 31.376 10.274 -6.657 0.6 -0.1 0.0
C 28.296 7.616 -5.764 0.1 0.2 0.2
O 29.119 8.150 -6.847 -0.9 -0.5 1.1
H 27.550 8.319 -5.393 0.0 0.4 -0.4
H 27.742 6.715 -6.025 0.3 0.0 -0.5
H 28.893 7.380 -4.883 0.3 -0.1 -0.1
H 29.973 8.304 -6.437 0.1 0.0 -0.3
C 24.786 6.429 -12.338 -0.1 0.9 0.2
O 24.040 5.496 -11.545 0.6 0.3 -0.8
H 24.431 6.633 -13.348 -0.4 -0.8 -0.2
H 24.737 7.429 -11.907 0.1 0.1 0.5
H 25.844 6.178 -12.417 -0.2 -0.5 0.3
H 23.114 5.724 -11.657 -0.1 -0.1 0.1
C 29.701 9.873 -14.558 -0.7 -0.9 1.0
O 30.448 9.666 -15.686 1.1 0.2 -2.2
H 28.880 10.569 -14.726 0.3 0.3 0.0
H 29.234 8.909 -14.355 -0.3 0.1 0.9
H 30.364 10.176 -13.746 -0.4 0.2 0.3
H 30.645 8.731 -15.778 0.0 0.2 0.0
C 32.501 8.661 -9.945 0.1 -0.8 0.1
O 31.771 7.553 -10.481 0.8 0.1 -0.3
H 31.861 9.520 -9.740 0.2 0.0 0.1
H 33.064 8.335 -9.070 -0.6 0.0 0.7
H 33.359 8.927 -10.563 -0.5 0.2 -0.8
H 30.818 7.662 -10.459 -0.2 0.4 0.4
C 28.870 10.057 -11.143 -1.0 -0.2 -1.2
C 28.040 8.787 -11.046 0.2 0.4 0.6
O 28.579 7.962 -10.055 0.2 -1.2 0.3
H 29.814 9.804 -11.625 0.0 0.3 0.0
H 29.053 10.657 -10.251 -0.3 -0.4 0.2
H 28.206 10.596 -11.819 0.7 1.0 -0.3
H 28.024 8.267 -12.004 0.4 -0.1 0.0
H 26.983 8.960 -10.845 -0.2 0.4 0.2
H 28.282 8.307 -9.210 0.2 -0.1 0.3
C 25.774 12.077 -14.131 -0.9 1.0 -0.8
C 25.822 13.309 -15.126 0.9 -0.3 0.0
O 25.288 14.551 -14.604 0.2 -1.2 0.2
H 26.328 11.210 -14.493 0.1 0.2 -0.4
H 24.731 11.765 -14.078 -0.1 -0.1 0.2
H 26.111 12.243 -13.108 0.1 0.6 -0.2
H 25.394 13.080 -16.102 -1.0 -0.4 0.3
H 26.836 13.458 -15.497 0.6 0.3 0.8
H 24.966 15.076 -15.341 0.0 -0.1 0.0
```
Forces are in eV/Å.

Atomic partial charges in e from the Mulliken method, atoms 1 to 2: -0.12 -0.47

(2)
Entry from the OMol25 dataset: a structure of composition C9H33AgB2N2O3 (wB97M-V/def2-TZVPD).

The relative energy (zero: lowest compared OMol25 entry of this formula, charge and spin) comes out at 0.000 eV. For the max |F|, the calculation gives 1.0 eV/Å. As for the net charge: -2.

Structure (XYZ):
```
50
Properties=species:S:1:pos:R:3:forces:R:3
Ag -0.273 -0.032 -1.581 0.1 0.7 -0.4
B -1.462 -2.186 -1.603 -0.2 -0.3 0.2
H -2.418 -2.882 -1.321 -0.1 -0.1 0.2
H -0.689 -2.780 -2.319 0.1 0.0 -0.2
H -1.956 -1.176 -2.044 -0.2 0.4 -0.6
H -0.929 -1.862 -0.564 0.5 -0.1 0.9
B -0.313 0.552 -4.368 0.0 0.1 0.1
H 0.141 -0.564 -4.564 0.1 -0.2 -0.2
H -1.353 0.462 -3.737 -0.3 -0.1 0.0
H 0.453 1.219 -3.697 0.3 0.1 0.0
H -0.561 1.140 -5.408 0.0 0.1 -0.3
C 0.824 2.759 0.035 -0.2 -0.1 -0.9
O 0.615 2.265 -1.229 0.0 -0.5 0.7
H 0.114 3.585 0.287 0.0 0.0 0.2
H 0.722 1.995 0.833 0.1 0.2 0.2
H 1.840 3.216 0.150 0.0 0.0 0.2
C -4.611 2.582 1.865 0.1 -0.6 -0.1
C -4.018 1.200 2.151 -0.5 0.5 -0.2
C -2.511 1.238 2.079 0.3 -0.2 0.0
O -2.029 -0.072 2.290 -0.2 0.0 0.1
C -0.641 -0.157 2.083 0.3 -0.1 0.0
N -4.518 0.675 3.422 -0.1 -0.2 0.1
H -4.291 3.319 2.604 0.0 0.1 -0.1
H -5.699 2.511 1.864 0.0 0.1 0.1
H -4.296 2.860 0.858 0.0 0.4 0.1
H -4.406 0.549 1.364 0.3 -0.2 0.0
H -2.128 1.900 2.879 0.0 0.1 -0.1
H -2.150 1.612 1.113 -0.1 0.1 0.0
H -0.098 0.447 2.826 0.0 0.0 -0.1
H -0.367 0.174 1.076 0.0 0.1 0.0
H -0.343 -1.201 2.175 -0.1 0.0 0.0
H -4.263 1.295 4.185 0.1 0.1 -0.1
H -4.026 -0.196 3.597 0.0 0.0 0.0
C 2.816 -0.124 0.505 0.3 0.0 0.2
C 3.023 -0.845 -0.815 0.3 -0.2 -0.3
C 2.654 -2.314 -0.701 -0.6 -0.3 0.1
O 3.359 -3.021 0.316 0.0 0.0 0.1
C 4.746 -3.005 0.162 0.2 0.1 0.4
N 2.191 -0.269 -1.853 0.2 0.0 -0.2
H 1.892 -0.426 0.999 -0.1 0.0 -0.2
H 2.788 0.956 0.359 0.0 0.0 0.0
H 3.641 -0.371 1.183 -0.1 0.1 0.0
H 4.096 -0.784 -1.075 -0.1 0.1 0.0
H 2.737 -2.849 -1.658 0.3 0.2 -0.1
H 1.595 -2.393 -0.441 0.0 0.1 0.1
H 5.065 -3.413 -0.806 0.0 0.0 0.0
H 5.167 -3.597 0.979 0.0 -0.2 -0.2
H 5.171 -1.999 0.283 0.0 0.0 -0.2
H 2.319 -0.713 -2.756 -0.2 -0.1 0.0
H 2.380 0.721 -1.985 -0.5 0.1 0.2
```
Forces are in eV/Å.

Atomic partial charges in e from the Mulliken method, atoms 1 to 2: -0.47 1.26

(3)
Entry from the OMol25 dataset: a cluster of 9 separate species, C9H33N8O11 in total (wB97M-V/def2-TZVPD).

The relative energy (zero: lowest compared OMol25 entry of this formula, charge and spin) comes out at 6.161 eV. For the max |F|, the calculation gives 6.2 eV/Å. As for the net charge: -1.

Structure (XYZ):
```
61
Properties=species:S:1:pos:R:3:forces:R:3
O 10.637 -6.816 -2.576 0.0 -0.5 0.1
C 11.211 -7.420 -3.671 1.9 2.6 -3.8
O 11.947 -6.721 -4.416 0.3 0.3 1.3
O 10.815 -8.541 -3.975 -1.0 -2.3 0.8
H 10.035 -7.563 -2.536 -1.1 0.0 1.5
C 16.218 -7.742 -1.271 0.4 0.1 -0.3
O 17.494 -8.221 -0.780 -1.0 0.5 0.0
H 15.608 -7.285 -0.492 -0.1 -0.4 0.3
H 16.374 -6.943 -1.996 0.1 -0.1 -0.3
H 15.688 -8.561 -1.758 0.1 0.1 0.2
H 17.761 -7.490 -0.220 0.5 -0.2 0.2
C 9.793 -13.215 -1.082 -1.0 -0.5 -0.7
O 8.789 -12.706 -1.993 0.7 0.1 1.0
H 9.825 -12.700 -0.121 0.1 0.4 -0.1
H 9.464 -14.225 -0.840 0.3 -0.1 -0.2
H 10.747 -13.211 -1.609 0.2 -0.1 0.4
H 9.088 -11.805 -2.134 -0.4 0.3 -0.4
C 7.656 -10.600 -7.967 -1.3 0.8 -0.4
O 9.023 -10.484 -8.009 1.8 -0.6 0.4
H 7.317 -10.945 -8.944 -0.2 0.0 0.1
H 7.283 -11.246 -7.172 0.0 -0.3 0.0
H 7.325 -9.579 -7.779 -1.1 0.0 -0.1
H 9.229 -10.181 -7.122 0.8 0.1 0.0
C 6.477 -5.952 0.982 -0.4 0.4 0.8
O 6.403 -7.206 0.371 0.4 -0.8 -0.8
H 6.030 -6.097 1.965 -0.4 0.7 0.1
H 7.478 -5.572 1.188 0.3 -0.4 -0.5
H 5.953 -5.231 0.353 -0.1 0.4 0.5
H 5.756 -7.116 -0.332 0.2 -0.3 -0.1
C 15.826 -5.869 -9.565 2.9 0.9 -4.5
O 16.579 -5.607 -10.503 0.9 0.2 0.1
N 14.554 -5.691 -9.710 -4.4 0.5 0.1
N 16.162 -6.388 -8.439 0.8 -1.8 4.4
H 14.205 -5.584 -10.652 -0.1 0.0 0.5
H 13.982 -6.016 -8.943 -0.7 0.3 -0.7
H 15.365 -6.720 -7.916 0.8 -0.2 0.7
H 17.101 -6.580 -8.121 -0.3 0.1 -0.4
C 12.224 -7.688 3.801 1.2 2.8 1.2
O 11.805 -6.601 4.081 -0.4 2.5 1.4
N 13.450 -8.139 4.138 1.1 -0.7 0.4
N 11.543 -8.455 3.042 -1.8 -4.1 -2.7
H 13.607 -9.118 3.945 0.6 0.3 0.5
H 13.930 -7.651 4.880 -0.1 -0.4 -0.2
H 12.040 -9.299 2.795 -1.0 -0.1 -0.8
H 10.740 -8.092 2.549 0.3 -0.3 0.1
C 15.151 -12.448 -6.391 2.3 -2.4 1.5
O 16.141 -13.153 -6.297 1.3 -0.5 -0.5
N 14.388 -12.228 -5.397 -3.4 0.9 5.1
N 14.729 -11.890 -7.462 0.1 1.5 -4.9
H 14.640 -12.587 -4.487 -0.2 0.2 -0.3
H 13.623 -11.576 -5.496 0.1 -0.2 0.6
H 15.532 -11.902 -8.075 -0.8 0.7 -1.1
H 13.957 -11.239 -7.474 0.6 0.0 -0.4
C 13.052 -1.116 -4.382 1.2 2.7 -3.8
O 13.009 0.063 -4.683 0.2 1.5 0.7
N 12.611 -1.676 -3.336 -2.5 -1.1 5.1
N 13.564 -1.988 -5.209 2.1 -2.3 -3.2
H 12.150 -0.978 -2.771 -0.6 -0.8 0.4
H 12.255 -2.603 -3.520 -0.3 0.0 1.1
H 13.480 -2.983 -5.056 0.5 0.2 -0.1
H 14.257 -1.624 -5.848 -0.4 -0.4 -0.2
```
Forces are in eV/Å.

Atomic partial charges in e from the Mulliken method, atoms 1 to 2: -0.45 0.65

(4)
Entry from the OMol25 dataset: a cluster of 8 separate species, C9H34N6O8 in total (wB97M-V/def2-TZVPD).

The relative energy (zero: lowest compared OMol25 entry of this formula, charge and spin) comes out at 5.205 eV. As for the SMILES: NC(N)=O.NC(N)=O.NC(N)=O.CCO.CO.CO.CO.CO. For the max |F|, the calculation gives 9.9 eV/Å.

Structure (XYZ):
```
57
Properties=species:S:1:pos:R:3:forces:R:3
C 13.853 -19.630 17.347 1.0 -0.4 1.3
C 14.787 -18.712 18.156 -0.6 -0.1 1.3
O 13.952 -17.918 19.029 0.1 -0.6 -0.7
H 13.460 -20.429 18.003 0.1 0.5 -0.4
H 14.429 -20.112 16.588 0.4 -0.4 -0.7
H 13.040 -19.129 16.850 -0.3 0.5 -0.1
H 15.410 -18.079 17.552 0.0 0.5 -0.7
H 15.518 -19.223 18.818 -0.5 -0.4 -0.5
H 14.540 -17.410 19.601 -0.2 0.0 -0.2
C 15.439 -15.587 20.161 -2.7 8.0 -5.3
O 15.264 -14.593 19.305 1.4 -3.2 2.5
N 14.600 -15.785 21.082 -3.1 -0.8 3.7
N 16.307 -16.487 20.112 6.7 -4.2 -3.3
H 13.932 -15.130 21.306 -1.6 1.7 0.2
H 14.661 -16.550 21.721 0.1 0.0 0.2
H 16.862 -16.461 19.220 -0.5 -0.3 1.7
H 16.420 -17.256 20.789 0.1 0.1 -0.4
C 11.167 -17.174 22.564 4.5 4.0 4.1
O 11.860 -16.531 23.595 -3.1 -3.6 -4.3
N 11.776 -17.819 21.617 2.8 -1.6 -0.4
N 9.899 -16.970 22.334 -3.3 -0.5 -0.1
H 12.775 -17.994 21.723 -0.9 0.8 -0.6
H 11.397 -18.218 20.764 -0.3 0.6 -0.1
H 9.401 -16.711 23.158 -0.6 0.4 0.2
H 9.410 -17.624 21.693 0.5 0.9 0.8
C 14.998 -18.739 22.249 5.4 -0.8 -1.9
O 16.239 -18.921 21.729 -4.9 0.9 1.9
N 14.670 -17.700 22.974 1.3 2.3 3.0
N 13.985 -19.501 21.987 -2.9 -2.8 -0.1
H 15.449 -17.171 23.407 -0.7 -0.3 -0.1
H 13.773 -17.547 23.455 0.1 -0.2 -0.4
H 14.104 -20.310 21.400 0.0 -0.2 -0.3
H 13.063 -19.439 22.494 1.9 -0.3 -0.6
C 13.309 -15.485 26.171 -0.3 -0.6 0.9
O 11.972 -15.055 26.234 -2.1 -1.3 0.6
H 13.927 -14.645 25.831 -0.2 -0.2 0.1
H 13.365 -16.333 25.487 0.5 0.1 0.0
H 13.592 -15.791 27.204 0.5 0.1 -0.7
H 11.367 -15.856 26.445 1.8 2.1 -0.7
C 17.304 -15.450 23.454 -0.3 2.2 -0.4
O 16.340 -15.888 24.407 0.4 -0.6 -0.4
H 18.165 -14.988 23.951 -0.2 0.0 -0.1
H 16.849 -14.719 22.725 0.4 -0.4 0.8
H 17.700 -16.205 22.816 -0.1 -1.3 0.0
H 16.164 -15.183 25.029 0.0 0.1 0.0
C 15.392 -21.919 19.591 0.6 -1.2 1.4
O 14.083 -21.674 20.138 2.2 0.3 1.6
H 15.404 -21.649 18.575 0.3 0.8 -1.3
H 15.714 -22.987 19.607 -0.7 0.4 0.3
H 16.155 -21.400 20.197 -0.6 0.2 -0.4
H 13.463 -21.928 19.506 -1.7 -0.8 -1.5
C 11.077 -19.865 19.201 -1.1 -0.5 -0.5
O 11.218 -18.487 19.049 -0.1 0.4 -0.1
H 10.212 -20.046 19.876 0.5 -0.2 -0.6
H 11.972 -20.328 19.574 0.4 -0.2 0.7
H 10.925 -20.278 18.203 -0.5 -0.5 0.1
H 12.060 -18.376 18.589 0.3 0.8 0.3
```
Forces are in eV/Å.

Atomic partial charges in e from the Mulliken method, atoms 1 to 2: -1.56 0.22

no.,frontier orbital gap (eV)
1,10.16
2,5.67
3,6.92
4,8.89